Record 1
2 unconnected molecules or ions with the total composition C4H14NS, computed with ωB97M-V/def2-TZVPD.

The net charge is +1. The value obtained for the HOMO-LUMO gap is 7.53 eV.

Last column: Mulliken charge in e.
Geometry (Å):
C (-1.78053, 2.11041, -0.45266)  -0.763
S (0.00454, 2.39294, -0.41127)  -0.099
C (0.32971, 2.02256, -2.18980)  -0.838
H (-2.01690, 1.16756, -1.07742)  0.217
H (-2.23331, 3.02014, -0.92741)  0.309
H (-2.11800, 1.92777, 0.52880)  0.328
H (1.40067, 1.82370, -2.28609)  0.302
H (-0.17415, 1.12500, -2.56705)  0.299
H (-0.03628, 2.91977, -2.80201)  0.297
C (-0.12643, -0.85780, 0.39599)  -0.620
C (1.16756, -1.57506, 0.83523)  -0.515
N (0.95209, -2.53691, 1.94757)  -0.315
H (0.13535, -0.16664, -0.39735)  -0.091
H (-0.83585, -1.68245, 0.10874)  0.360
H (-0.54243, -0.34631, 1.31818)  0.374
H (1.52773, -2.20500, 0.04259)  0.368
H (1.83777, -0.78919, 1.21945)  0.327
H (0.66332, -1.99771, 2.76189)  0.357
H (1.69368, -3.16227, 2.17396)  0.341
H (0.15145, -3.19052, 1.77866)  0.361


Record 2
C26H32N8 in the gas phase, computed with ωB97M-V/def2-TZVPD.

As for the SMILES: Cc1ccc(-c2c(-c3nn(C)c4ncnc(N5CC[C@H](N6CCCCC6)C5)c34)cnn2C)cc1. The value obtained for the HOMO-LUMO gap is 8.57 eV.

Last column: Mulliken charge in e.
Geometry (Å):
C (-1.58017, -2.57425, -3.68604)  -1.662
C (-0.66431, -2.45308, -2.50721)  1.057
C (-1.08542, -2.80380, -1.23191)  -0.891
C (-0.24746, -2.66571, -0.14148)  -0.187
C (1.04998, -2.18296, -0.30166)  0.177
C (1.94919, -1.99309, 0.82702)  -0.296
C (2.82758, -0.93971, 1.07108)  1.346
C (3.14474, 0.20675, 0.22574)  -0.365
N (4.23982, 0.13747, -0.50479)  -0.988
N (4.37047, 1.28995, -1.17569)  0.555
C (5.47119, 1.53605, -2.05853)  -0.947
C (3.36094, 2.12832, -0.88467)  -0.527
N (3.20519, 3.35963, -1.38248)  -0.731
C (2.13445, 3.95762, -0.91131)  -0.629
N (1.25299, 3.48806, -0.04845)  -0.659
C (1.39006, 2.24924, 0.45112)  0.168
N (0.44430, 1.88503, 1.32588)  0.101
C (0.27555, 0.57862, 1.91529)  0.879
C (-0.95495, 0.74524, 2.79960)  -1.590
C (-1.79784, 1.77729, 2.04436)  -0.149
N (-2.50290, 1.28637, 0.86351)  0.537
C (-3.09928, -0.03293, 0.95409)  -0.355
C (-3.61960, -0.46413, -0.41624)  -0.510
C (-4.65012, 0.52557, -0.94214)  -1.026
C (-4.02297, 1.91316, -0.95114)  -0.866
C (-3.50703, 2.25035, 0.44274)  -0.799
C (-0.69417, 2.74331, 1.58918)  -1.120
C (2.50588, 1.46964, 0.04092)  1.978
C (3.41873, -1.25415, 2.30430)  -0.525
N (2.94863, -2.39096, 2.77701)  -1.326
N (2.06163, -2.83021, 1.89044)  0.912
C (1.44273, -4.10729, 2.10109)  -1.040
C (1.47523, -1.83116, -1.58311)  -0.608
C (0.62824, -1.96261, -2.66393)  -0.832
H (-1.92861, -1.58716, -3.99124)  0.302
H (-2.44819, -3.18297, -3.44520)  0.362
H (-1.06066, -3.01889, -4.53271)  0.473
H (-2.08543, -3.18672, -1.08639)  0.266
H (-0.61655, -2.91452, 0.84253)  0.439
H (5.34805, 2.53965, -2.46059)  0.369
H (5.47554, 0.80493, -2.86897)  0.273
H (6.41374, 1.46234, -1.51353)  0.296
H (1.94711, 4.96210, -1.27037)  0.390
H (0.09583, -0.16593, 1.13162)  -0.510
H (1.16066, 0.28790, 2.48662)  0.413
H (-0.66575, 1.18596, 3.75506)  0.458
H (-1.46217, -0.19300, 3.00360)  0.347
H (-2.50082, 2.27179, 2.73819)  0.478
H (-2.33993, -0.75191, 1.26130)  0.057
H (-3.92692, -0.05815, 1.68888)  0.237
H (-2.77489, -0.50844, -1.10541)  0.136
H (-4.05350, -1.46266, -0.33538)  0.407
H (-4.97283, 0.24224, -1.94557)  0.386
H (-5.52855, 0.52433, -0.29164)  0.373
H (-3.18454, 1.93055, -1.64873)  0.300
H (-4.74943, 2.66561, -1.26268)  0.412
H (-3.06135, 3.24648, 0.43480)  0.515
H (-4.35602, 2.26734, 1.15389)  0.345
H (-0.44727, 3.46308, 2.37774)  0.205
H (-0.93964, 3.29423, 0.68246)  0.500
H (4.15586, -0.69718, 2.84686)  0.592
H (0.50688, -4.00685, 2.65712)  0.327
H (2.12761, -4.71603, 2.68989)  0.321
H (1.24613, -4.59044, 1.14482)  0.385
H (2.48076, -1.46480, -1.72010)  0.613
H (0.97353, -1.68445, -3.64946)  0.447


Record 3
C4H8OS in the gas phase, computed with ωB97M-V/def2-TZVPD.

As for the SMILES: O=CCCCS. The value obtained for the HOMO-LUMO gap is 9.92 eV.

Last column: Mulliken charge in e.
Geometry (Å):
O (2.11250, 2.29342, -0.31268)  -0.459
C (1.09688, 2.42808, 0.30965)  -0.071
C (-0.04188, 1.44138, 0.38166)  -0.683
C (0.32883, -0.01744, 0.02287)  -0.238
C (-0.79076, -0.90670, 0.56668)  -0.792
S (-1.11331, -2.37506, -0.52557)  -0.213
H (0.88981, 3.34822, 0.90134)  0.327
H (-0.20764, 1.44692, 1.47599)  0.300
H (-0.98161, 1.85636, 0.01458)  0.404
H (1.14374, -0.28252, 0.68706)  0.242
H (0.36803, -0.02500, -1.02652)  0.367
H (-0.57177, -1.37985, 1.52067)  0.369
H (-1.77665, -0.45746, 0.64997)  0.335
H (-1.85277, -1.68969, -1.40630)  0.110


Record 4
2 unconnected molecules or ions with the total composition C4H9NO4, computed with ωB97M-V/def2-TZVPD.

As for the SMILES: COC(N)=O.CC(=O)O. The value obtained for the HOMO-LUMO gap is 10.59 eV.

Last column: Mulliken charge in e.
Geometry (Å):
C (-2.57925, 0.75143, 0.43766)  -0.835
O (-1.60565, -0.24195, 0.74563)  -0.258
C (-0.30998, 0.10742, 0.85332)  0.779
N (-0.01982, 1.40052, 1.18942)  -0.409
O (0.52458, -0.80974, 1.10053)  -0.652
H (-2.30268, 1.30985, -0.46467)  0.374
H (-3.50434, 0.20884, 0.24733)  0.245
H (-2.71767, 1.43585, 1.27539)  0.322
H (0.96698, 1.59608, 1.25001)  0.260
H (-0.56902, 2.14197, 0.78280)  0.224
C (2.47248, -0.94155, -0.73308)  -1.066
C (1.03826, -1.37581, -0.69609)  1.004
O (0.60914, -2.44813, -0.98153)  -0.542
O (0.14712, -0.07985, -1.22392)  -0.652
H (2.94300, -1.30973, 0.18007)  0.276
H (2.58068, 0.13985, -0.75722)  0.300
H (2.96291, -1.39419, -1.59341)  0.333
H (-0.63673, -0.49085, -1.61223)  0.295


Record 5
A gas-phase ion, C5H5O2 (charge -1), computed with ωB97M-V/def2-TZVPD.

The net charge is -1. The value obtained for the HOMO-LUMO gap is 7.03 eV.

Last column: Mulliken charge in e.
Geometry (Å):
C (0.93048, 1.04306, 0.11203)  -0.571
C (1.63406, -0.08386, -0.05884)  0.373
C (-0.50574, 1.08491, 0.09676)  0.445
C (-0.26887, -1.37391, 0.33064)  -1.236
C (-1.09843, -0.25744, -0.28200)  -0.097
O (2.72535, -0.61919, -0.05345)  -0.595
O (-1.20586, 2.09600, 0.28470)  -0.728
H (1.25358, 2.08089, -0.11230)  0.311
H (-0.15633, -2.28663, -0.17836)  0.326
H (-0.21598, -1.22453, 1.36238)  0.362
H (-2.18176, -0.15306, -0.11589)  0.249
H (-0.91048, -0.30624, -1.38566)  0.162


Record 6
A molecular structure, HN2O3P, computed with ωB97M-V/def2-TZVPD.

The value obtained for the HOMO-LUMO gap (alpha / beta) is 9.02 / 6.96 eV.

Last column: Mulliken charge in e.
Geometry (Å):
N (1.91810, 0.86602, -0.50708)  0.218
N (-0.83777, 0.38347, 2.27728)  0.617
O (-1.86771, -0.08645, 1.86934)  -0.395
O (2.96662, 1.40563, -0.77866)  -0.396
O (-0.46308, 0.68799, 3.37236)  -0.400
P (0.68249, 0.54283, 0.42953)  0.267
H (0.34244, -0.69185, -0.40611)  0.088


Record 7
A molecular structure, C11H13F6InNO, computed with ωB97M-V/def2-TZVPD.

The net charge is -1. The value obtained for the HOMO-LUMO gap is 7.16 eV.

Last column: Mulliken charge in e.
Geometry (Å):
C (-0.53414, 1.37063, -3.39207)  -0.525
C (0.85933, 1.42214, -3.10243)  -0.564
C (1.03075, 1.89472, -1.77548)  -0.550
C (-0.27785, 2.10161, -1.20730)  -0.339
C (-1.24917, 1.80392, -2.23988)  -0.781
In (-0.51776, -0.36066, -0.79027)  0.992
N (-1.90289, -1.81181, -1.44352)  -0.670
C (-0.54078, -2.64891, -1.67106)  -0.462
C (0.74960, -1.89082, -1.67747)  -0.841
H (1.97075, 2.15753, -1.29220)  0.381
H (1.66018, 1.20600, -3.80886)  0.436
H (-0.48643, 2.60946, -0.27038)  0.498
H (-2.31814, 2.00443, -2.17154)  0.411
H (-0.97336, 1.11308, -4.35471)  0.373
H (1.09028, -1.61309, -2.68126)  0.344
H (-0.48284, -3.50830, -0.97176)  0.247
H (-2.34927, -2.30610, -0.65871)  0.176
H (1.53196, -2.32766, -1.04864)  0.304
H (-0.67729, -3.11511, -2.66446)  0.260
C (1.51451, 0.72489, 2.25049)  -1.818
C (0.08231, 0.23287, 2.24446)  1.149
O (-0.62106, 0.49022, 1.08313)  -0.754
C (0.08488, -1.31803, 2.52546)  0.497
F (0.68591, -1.66593, 3.69483)  -0.280
F (-1.14936, -1.87575, 2.49940)  -0.254
F (0.81064, -1.93740, 1.51939)  -0.223
C (-0.71282, 0.98281, 3.40206)  0.610
F (-0.11590, 0.85949, 4.63008)  -0.286
F (-0.75598, 2.31462, 3.11118)  -0.260
F (-1.99041, 0.55337, 3.52213)  -0.251
H (2.08661, 0.20358, 1.47514)  0.373
H (1.96984, 0.53595, 3.23042)  0.425
H (1.52789, 1.79824, 2.03387)  0.381